No. 1
Below is the molecule C4H7N3O, with properties calculated with wB97M-V/def2-TZVPD.

Last column: Mulliken charge in e.
Geometry (Å):
C: -0.265 -2.326 -0.982  -0.839
C: -0.190 -1.317 -0.115  -0.326
C: 0.258 0.005 -0.444  0.625
N: 1.214 0.413 -1.274  -0.362
N: -0.372 0.844 0.379  0.190
N: 0.110 2.147 0.597  -0.726
C: -0.908 -0.031 1.523  0.128
O: -0.348 0.066 2.593  -0.571
H: -0.594 -3.314 -0.672  0.251
H: -0.029 -2.241 -2.049  0.241
H: 1.525 1.375 -1.244  0.275
H: 1.708 -0.261 -1.832  0.241
H: 0.525 2.157 1.530  0.256
H: -0.676 2.788 0.597  0.241
H: -1.959 -0.304 1.395  0.378

Values from the calculation:
HOMO = -0.28111 Ha
charge = 0
multiplicity = 1
energy relative to the best compared isomer or geometry (same formula, charge and spin) = 4.229 eV
molecular weight = 113.1 g/mol

=====

No. 2
Below is the molecule C6H13N at a distorted geometry, with properties calculated with wB97M-V/def2-TZVPD.

Last column: Mulliken charge in e.
Geometry (Å):
C: 0.133 2.415 0.531  -0.720
C: -1.051 1.890 0.880  -0.247
C: -1.411 0.412 0.917  -0.393
C: -0.293 -0.615 0.798  -0.961
C: 0.354 -0.660 -0.627  0.641
C: 1.779 -1.230 -0.490  -1.306
N: -0.477 -1.479 -1.484  -0.555
H: 0.338 3.231 -0.150  0.257
H: 1.023 1.859 0.839  0.302
H: -1.824 2.525 0.429  0.246
H: -2.065 0.270 0.041  0.214
H: -2.079 0.294 1.780  0.337
H: 0.596 -0.289 1.374  0.294
H: -0.509 -1.574 1.262  0.389
H: 0.399 0.346 -1.039  0.206
H: 2.562 -0.528 -0.794  0.276
H: 1.818 -2.185 -1.024  0.405
H: 2.114 -1.485 0.520  0.318
H: -1.342 -1.025 -1.694  0.161
H: -0.063 -2.171 -2.071  0.137

Values from the calculation:
HOMO = -0.31276 Ha
charge = 0
multiplicity = 1
energy relative to the best compared isomer or geometry (same formula, charge and spin) = 1.913 eV
molecular weight = 99.2 g/mol

=====

No. 3
Below is a cluster of 2 separate species, C19H26Cl2N6O2 in total at a distorted geometry, with properties calculated with wB97M-V/def2-TZVPD.

Last column: Mulliken charge in e.
Geometry (Å):
C: -0.920 2.392 1.288  -1.159
C: -1.546 1.615 2.407  0.537
N: -2.698 1.002 2.150  -0.733
C: -3.241 0.336 3.137  0.152
N: -4.361 -0.319 2.859  -0.484
N: -2.767 0.142 4.336  -0.642
C: -1.627 0.735 4.560  0.548
N: -1.201 0.534 5.821  -0.440
C: -0.943 1.518 3.658  0.072
C: 0.337 2.165 3.995  -0.305
C: 0.413 3.550 4.201  -0.086
C: 1.634 4.151 4.538  -0.827
C: 2.793 3.378 4.670  0.374
Cl: 4.302 4.155 5.095  -0.189
C: 2.727 1.991 4.460  -0.175
Cl: 4.154 0.991 4.599  -0.192
C: 1.501 1.397 4.133  0.031
H: 0.083 2.012 1.081  0.345
H: -1.521 2.302 0.379  0.309
H: -0.855 3.449 1.554  0.401
H: -4.440 -0.490 1.868  0.250
H: -4.478 -1.096 3.493  0.257
H: -1.943 0.171 6.406  0.305
H: -0.613 1.273 6.186  0.256
H: -0.481 4.161 4.104  0.526
H: 1.690 5.223 4.696  0.407
H: 1.457 0.322 3.981  0.478
C: 0.211 -3.152 -6.917  -0.861
N: -0.252 -2.540 -5.673  -0.117
C: 0.513 -1.784 -4.875  0.082
O: 1.698 -1.579 -5.111  -0.628
C: -0.174 -1.231 -3.618  -0.290
N: -0.489 -2.249 -2.588  -0.037
C: 0.204 -3.295 -2.128  0.614
C: 1.533 -3.715 -2.723  -0.841
O: -0.264 -3.947 -1.209  -0.681
C: 0.482 0.044 -3.033  0.880
C: -0.492 0.732 -2.065  -1.893
C: 1.810 -0.149 -2.292  -1.681
H: 0.887 -3.979 -6.691  0.279
H: -0.637 -3.525 -7.494  0.349
H: 0.751 -2.414 -7.514  0.287
H: -1.205 -2.704 -5.390  0.272
H: -1.140 -0.889 -3.988  0.474
H: -1.344 -2.105 -2.075  0.259
H: 1.959 -4.505 -2.107  0.314
H: 1.381 -4.095 -3.730  0.204
H: 2.219 -2.874 -2.742  0.258
H: 0.658 0.734 -3.859  0.349
H: -0.076 1.689 -1.749  0.474
H: -0.658 0.112 -1.183  0.436
H: -1.444 0.920 -2.562  0.363
H: 1.680 -0.817 -1.441  0.313
H: 2.562 -0.558 -2.966  0.308
H: 2.173 0.813 -1.933  0.503

Values from the calculation:
HOMO = -0.31112 Ha
charge = 0
multiplicity = 1
molecular weight = 441.4 g/mol

=====

No. 4
Below is a cluster of 2 separate species, C5H14O in total at a distorted geometry, with properties calculated with wB97M-V/def2-TZVPD.

Last column: Mulliken charge in e.
Geometry (Å):
C: 1.817 -1.444 -0.204  -0.923
C: 0.802 -0.659 0.497  -0.471
C: -0.349 -0.354 -0.396  -0.396
C: -1.429 0.415 0.393  -0.336
C: -2.788 0.401 -0.218  -1.277
H: 1.449 -2.287 -0.968  0.347
H: 2.345 -0.570 -0.863  0.238
H: 2.639 -1.853 0.641  0.231
H: 1.288 0.266 0.852  0.138
H: 0.303 -0.998 1.547  0.284
H: 0.019 0.271 -1.145  0.326
H: -0.752 -1.366 -0.722  0.294
H: -1.162 1.480 0.462  0.172
H: -1.492 -0.001 1.377  0.386
H: -3.260 -0.552 -0.450  0.347
H: -3.467 1.108 0.263  0.335
H: -2.566 0.818 -1.249  0.278
O: 2.470 1.860 -0.190  -0.634
H: 2.420 1.084 0.250  0.328
H: 1.712 2.383 0.124  0.333

Values from the calculation:
HOMO = -0.40119 Ha
charge = 0
multiplicity = 1
energy relative to the best compared isomer or geometry (same formula, charge and spin) = 2.059 eV
molecular weight = 90.2 g/mol